This record from the OMol25 dataset describes a structure of composition CdH10O5 at a distorted geometry. The level of theory is ωB97M-V with the def2-TZVPD basis set.

Charge = +1
Multiplicity = 2
Total energy = -14954.80559 eV
M = 202.5 g/mol

Geometry as XYZ:
```
16
Properties=species:S:1:pos:R:3:forces:R:3:nbo_charge:R:1
Cd -12.738 32.666 -19.559 3.0 1.4 0.5 1.143
O -12.835 33.189 -21.556 0.0 0.5 -2.1 -1.039
O -12.653 30.731 -20.121 0.0 -3.0 -1.0 -1.035
O -12.797 32.173 -17.582 -0.2 -0.5 2.5 -1.029
O -14.800 32.908 -19.614 -2.4 -0.1 0.2 -1.037
O -12.795 34.798 -19.249 0.1 1.3 0.2 -1.018
H -12.983 29.976 -19.634 -0.4 -0.6 0.5 0.507
H -12.775 35.229 -20.103 0.1 0.6 -0.5 0.472
H -12.634 34.106 -21.740 0.4 0.7 -0.4 0.481
H -12.968 35.506 -18.627 0.0 0.4 0.7 0.509
H -15.404 33.221 -20.287 -0.2 0.2 -0.5 0.516
H -12.247 31.560 -17.095 0.7 -0.4 0.3 0.518
H -13.619 32.200 -17.092 -0.7 0.1 0.6 0.489
H -12.088 30.354 -20.795 0.5 -0.1 -0.5 0.518
H -13.323 32.892 -22.324 -0.4 -0.5 -0.7 0.503
H -15.340 32.819 -18.829 -0.4 -0.1 0.5 0.501
```
Positions in Å, forces in eV/Å.

This record from the OMol25 dataset describes a structure of composition CdH16O8 at a distorted geometry. The level of theory is ωB97M-V with the def2-TZVPD basis set.

Charge = +2
Total energy = -21189.82389 eV
M = 256.5 g/mol
ΔE to the lowest compared entry with this formula, charge and spin = 33.8 kJ/mol

Geometry as XYZ:
```
25
Properties=species:S:1:pos:R:3:forces:R:3:nbo_charge:R:1
Cd 0.115 -0.054 0.022 0.0 -0.7 0.2 1.789
O 2.318 -0.233 0.483 0.5 0.2 0.9 -0.992
O 1.354 0.879 -2.059 -0.6 0.5 0.9 -0.966
O 0.286 2.320 0.281 0.4 -1.0 -1.5 -0.987
O -1.334 0.906 -1.370 -1.1 2.5 0.5 -0.997
O -0.194 -1.636 -1.731 -0.9 -0.6 0.7 -0.976
O -2.151 -0.764 0.798 -0.4 -0.9 0.1 -0.999
O -0.049 0.514 2.357 1.5 0.7 -0.4 -0.960
O 0.342 -2.267 1.158 -0.8 -0.6 0.6 -0.981
H -0.120 -1.130 -2.534 0.1 0.2 -0.7 0.496
H -2.768 -0.032 0.832 -0.3 0.2 0.2 0.501
H -2.672 -1.538 1.104 0.5 0.6 -0.2 0.516
H -1.788 1.731 -1.051 1.1 -0.5 -0.1 0.513
H 0.026 -0.355 2.745 -0.4 -0.6 0.5 0.497
H 0.896 -2.518 1.897 0.9 0.0 0.2 0.497
H 2.960 0.481 0.323 -0.2 -0.2 -0.2 0.528
H 2.498 -0.511 1.403 0.1 0.0 -0.7 0.501
H -2.089 0.534 -1.795 -0.8 -1.3 -0.9 0.511
H 0.353 2.857 -0.510 0.3 0.1 -0.5 0.500
H -1.035 -2.138 -1.807 0.8 0.3 0.0 0.512
H 1.666 0.466 -2.835 1.5 -1.5 -1.2 0.498
H -0.370 -2.914 1.334 0.0 0.4 -0.7 0.506
H 0.839 0.908 2.547 -1.1 -0.1 0.0 0.495
H 0.087 2.959 0.921 -0.5 1.3 2.1 0.510
H 0.832 1.535 -2.514 -0.6 0.9 0.2 0.487
```
Positions in Å, forces in eV/Å.

This record from the OMol25 dataset describes a structure of composition CdI2N2O6 at a distorted geometry. The level of theory is ωB97M-V with the def2-TZVPD basis set.

Charge = -1
Multiplicity = 2
Total energy = -36024.29682 eV
M = 490.2 g/mol

Geometry as XYZ:
```
11
Properties=species:S:1:pos:R:3:forces:R:3:nbo_charge:R:1
I -0.927 -2.219 1.618 -0.2 -0.5 0.3 -0.693
I 1.229 -0.150 -2.134 0.5 -0.1 -0.8 0.053
Cd -0.154 -0.130 0.236 -0.7 -0.6 0.3 1.519
O 3.169 -0.773 1.774 -2.1 -6.6 -5.1 -0.496
O -1.975 0.281 -0.913 3.3 -0.5 4.0 -0.695
O 3.310 0.816 2.719 -1.1 9.0 4.1 -0.450
O -3.030 1.494 -2.254 0.5 2.1 -0.5 -0.548
O -3.052 -0.542 -2.475 -1.3 -6.5 -3.3 -0.442
O 1.466 0.579 1.403 1.4 1.7 1.3 -0.722
N 2.589 0.266 1.956 2.2 -3.2 -0.2 0.732
N -2.625 0.376 -1.931 -2.5 5.2 -0.1 0.743
```
Positions in Å, forces in eV/Å.

This record from the OMol25 dataset describes a structure of composition CdIN4O12 at a distorted geometry. The level of theory is ωB97M-V with the def2-TZVPD basis set.

Charge = -3
Total energy = -43179.27302 eV
M = 487.3 g/mol

Geometry as XYZ:
```
18
Properties=species:S:1:pos:R:3:forces:R:3:nbo_charge:R:1
I -1.229 2.789 0.857 0.6 -0.5 0.0 -0.843
Cd 0.370 0.164 0.514 -0.4 1.7 -1.0 1.693
O -2.439 -1.481 2.807 3.1 1.9 0.3 -0.523
O -1.829 -1.697 -1.329 2.2 -1.5 1.1 -0.594
O 4.677 -0.329 0.238 0.3 1.3 -1.4 -0.635
O 1.535 1.956 -3.099 0.1 -0.8 0.5 -0.586
O 3.913 1.043 -1.306 1.3 1.9 -3.1 -0.402
O -0.989 -1.344 4.350 2.6 1.6 -0.4 -0.532
O -3.450 -0.463 -1.098 -1.7 0.8 1.4 -0.542
O -3.225 -2.132 0.352 0.8 1.2 -1.7 -0.543
O -0.484 1.320 -3.090 -4.5 0.5 -3.0 -0.464
O 0.698 0.615 -1.626 2.5 -3.6 5.1 -0.651
O 2.778 0.557 0.386 -3.1 0.8 1.9 -0.655
O -0.648 -0.350 2.381 3.5 2.2 -1.2 -0.609
N -1.253 -0.997 3.176 -8.7 -5.9 2.1 0.711
N 3.811 0.496 -0.281 1.0 -4.4 3.2 0.733
N -2.819 -1.416 -0.624 -1.4 -0.7 -1.0 0.694
N 0.583 1.270 -2.609 1.9 3.8 -2.7 0.748
```
Positions in Å, forces in eV/Å.

This record from the OMol25 dataset describes a structure of composition Cl2H2 at a distorted geometry. The level of theory is ωB97M-V with the def2-TZVPD basis set.

Charge = 0
Total energy = -25073.73281 eV
M = 72.9 g/mol
ΔE to the lowest compared entry with this formula, charge and spin = 371.4 kJ/mol

Geometry as XYZ:
```
4
Properties=species:S:1:pos:R:3:forces:R:3:nbo_charge:R:1
Cl 0.323 1.012 0.529 6.6 6.5 1.0 -0.187
Cl -0.429 -1.016 -0.550 -2.3 -5.7 -3.7 -0.374
H 1.718 0.524 -0.124 -3.9 1.6 1.8 0.357
H 0.079 -0.458 0.476 -0.3 -2.3 0.9 0.204
```
Positions in Å, forces in eV/Å.

This record from the OMol25 dataset describes the molecule Cl2H2NP at a distorted geometry. The level of theory is ωB97M-V with the def2-TZVPD basis set.

Charge = 0
SMILES = NP(Cl)Cl
Total energy = -35857.51182 eV
M = 117.9 g/mol
ΔE to the lowest compared entry with this formula, charge and spin = 15.8 kJ/mol

Geometry as XYZ:
```
6
Properties=species:S:1:pos:R:3:forces:R:3:nbo_charge:R:1
Cl 2.054 0.316 -0.268 2.2 1.0 0.0 -0.286
Cl 0.407 -1.273 1.799 -0.3 0.1 0.5 -0.285
P 0.506 -0.893 -0.187 -2.7 0.7 -1.1 0.976
N -0.712 0.356 -0.384 1.7 -2.6 1.6 -1.186
H -1.262 0.811 0.275 -0.5 0.5 2.0 0.394
H -0.993 0.682 -1.235 -0.3 0.4 -3.1 0.387
```
Positions in Å, forces in eV/Å.

This record from the OMol25 dataset describes the molecule Cl2H2NPS at a distorted geometry. The level of theory is ωB97M-V with the def2-TZVPD basis set.

Charge = 0
SMILES = N=P(S)(Cl)Cl
Total energy = -46692.70166 eV
M = 150.0 g/mol
ΔE to the lowest compared entry with this formula, charge and spin = 75.4 kJ/mol

Geometry as XYZ:
```
7
Properties=species:S:1:pos:R:3:forces:R:3:nbo_charge:R:1
Cl -1.113 -2.044 0.302 0.7 1.5 -0.2 -0.329
Cl -2.053 0.673 -0.822 0.0 0.3 0.1 -0.227
S 0.041 0.809 1.721 0.3 0.5 0.7 -0.236
P -0.315 -0.043 -0.098 -0.6 -1.8 0.4 1.451
N 0.970 0.053 -0.886 0.5 -0.1 -0.5 -1.269
H 1.072 -0.443 -1.754 0.1 0.0 -0.3 0.404
H 1.398 0.994 1.536 -1.0 -0.3 -0.2 0.206
```
Positions in Å, forces in eV/Å.

This record from the OMol25 dataset describes a cluster of 2 separate species, Cl2H3N2P in total at a distorted geometry. The level of theory is ωB97M-V with the def2-TZVPD basis set.

Charge = 0
SMILES = [H]/N=P(\Cl)=N/[H].Cl
Total energy = -37362.10390 eV
M = 132.9 g/mol
ΔE to the lowest compared entry with this formula, charge and spin = 209.4 kJ/mol

Geometry as XYZ:
```
8
Properties=species:S:1:pos:R:3:forces:R:3:nbo_charge:R:1
Cl -2.363 -1.723 0.158 0.2 -0.4 0.8 -0.275
Cl 0.945 -1.423 0.068 0.2 -0.1 0.6 -0.251
P 0.721 0.540 -0.239 0.4 0.4 -0.2 1.830
N 0.080 1.455 0.829 -0.2 -1.3 1.2 -1.219
N 1.439 0.711 -1.615 -1.4 0.5 0.7 -1.190
H 1.139 1.515 -2.176 0.4 0.0 0.4 0.398
H -1.686 -2.205 1.173 -0.5 0.3 -0.8 0.276
H -0.275 1.128 1.802 0.9 0.5 -2.7 0.431
```
Positions in Å, forces in eV/Å.

This record from the OMol25 dataset describes a cluster of 2 separate species, Cl2H3NSi in total at a distorted geometry. The level of theory is ωB97M-V with the def2-TZVPD basis set.

Charge = 0
Total energy = -34461.60013 eV
M = 116.0 g/mol
ΔE to the lowest compared entry with this formula, charge and spin = 303.7 kJ/mol

Geometry as XYZ:
```
7
Properties=species:S:1:pos:R:3:forces:R:3:nbo_charge:R:1
Cl 2.835 1.188 -1.209 0.6 0.6 0.0 -0.326
Cl 1.493 1.795 1.953 0.1 0.4 -0.2 -0.309
Si 1.254 1.458 -0.012 -0.9 -5.2 -0.4 1.237
N 0.576 -1.001 -0.251 2.6 3.3 1.6 -1.099
H 0.360 -0.822 -1.205 -1.0 0.0 -0.8 0.328
H -0.206 -0.955 0.374 -1.0 -0.1 -0.2 0.333
H 0.156 1.989 -0.752 -0.5 1.0 0.0 -0.164
```
Positions in Å, forces in eV/Å.

This record from the OMol25 dataset describes a cluster of 2 separate species, Cl2H3NSi in total at a distorted geometry. The level of theory is ωB97M-V with the def2-TZVPD basis set.

Charge = 0
Multiplicity = 3
Total energy = -34459.70208 eV
M = 116.0 g/mol
ΔE to the lowest compared entry with this formula, charge and spin = 0.0 kJ/mol

Geometry as XYZ:
```
7
Properties=species:S:1:pos:R:3:forces:R:3:nbo_charge:R:1
Cl -1.715 2.957 0.437 -0.8 0.8 0.1 -0.362
Cl 1.244 2.687 -1.004 1.4 0.9 -0.1 -0.372
Si -0.536 1.855 -0.758 -0.2 -1.9 -0.3 0.899
N 0.290 -0.931 0.667 -1.9 -0.4 1.1 -0.576
H -0.857 1.373 -2.136 -0.6 0.5 0.2 -0.165
H -0.596 -0.914 1.296 1.6 -0.1 -1.2 0.289
H 0.952 -0.452 1.268 0.5 0.2 0.3 0.288
```
Positions in Å, forces in eV/Å.

This record from the OMol25 dataset describes the molecule Cl2H4OSi2 at a distorted geometry. The level of theory is ωB97M-V with the def2-TZVPD basis set.

Charge = 0
SMILES = O[Si]([SiH3])(Cl)Cl
Total energy = -42915.33804 eV
M = 147.1 g/mol
ΔE to the lowest compared entry with this formula, charge and spin = 157.4 kJ/mol

Geometry as XYZ:
```
9
Properties=species:S:1:pos:R:3:forces:R:3:nbo_charge:R:1
Cl 1.760 2.048 -0.076 -0.2 0.0 0.1 -0.381
Cl 2.267 -1.079 -0.586 0.9 -0.9 -0.7 -0.366
Si -1.428 -0.152 -0.719 0.2 -0.2 -0.4 0.304
Si 0.946 0.177 0.198 -2.4 0.8 -1.1 1.365
O 0.724 -0.206 1.737 2.2 0.0 3.0 -1.116
H -1.873 0.776 -1.841 0.7 -0.4 0.4 -0.130
H -2.550 0.263 0.309 1.2 -0.9 -0.6 -0.099
H 1.532 -0.188 2.382 -2.3 -0.1 -1.8 0.522
H -1.379 -1.639 -1.404 -0.3 1.8 1.2 -0.099
```
Positions in Å, forces in eV/Å.

This record from the OMol25 dataset describes a cluster of 2 separate species, Cl2H4Si2 in total at a distorted geometry. The level of theory is ωB97M-V with the def2-TZVPD basis set.

Charge = 0
Total energy = -40865.01324 eV
M = 131.1 g/mol
ΔE to the lowest compared entry with this formula, charge and spin = 141.7 kJ/mol

Geometry as XYZ:
```
8
Properties=species:S:1:pos:R:3:forces:R:3:nbo_charge:R:1
Cl 2.812 1.059 -0.156 0.2 0.3 0.3 -0.371
Cl 1.423 -1.523 1.719 0.3 0.4 -0.6 -0.392
Si 1.446 -0.441 -0.078 -2.1 -0.6 -0.4 0.857
Si -1.542 0.540 -0.066 1.1 -0.6 0.8 0.434
H -2.269 -0.650 0.675 0.8 1.4 -0.3 -0.125
H -2.079 0.377 -1.435 0.2 0.4 0.0 -0.156
H -1.748 2.037 0.526 0.3 -2.0 -0.7 -0.104
H 1.957 -1.400 -1.185 -0.7 0.7 0.9 -0.143
```
Positions in Å, forces in eV/Å.